(1)
Formula: C7H18N2Si
Source: OMol25
Level of theory: ωB97M-V/def2-TZVPD

Results
HOMO energy: -8.293 eV
SMILES: C=C[Si](NC)(NC)C(C)C
ΔE to the lowest compared entry with this formula, charge and spin: 2.668 eV
max |F|: 0.0818 hartree/bohr
frontier orbital gap: 9.21 eV

Geometry as XYZ:
```
28
C7H18N2Si ωB97M-V/def2-TZVPD
C -2.665 1.599 0.486
C -1.411 1.547 0.895
Si -0.144 0.289 0.065
N -0.794 -1.407 0.263
C -2.238 -1.722 0.618
N -0.218 0.386 -1.654
C 0.360 -0.611 -2.422
C 1.479 0.368 1.064
C 2.247 1.589 0.682
C 2.288 -0.944 0.730
H -3.547 2.196 0.914
H -2.801 1.110 -0.480
H -1.105 2.138 1.755
H -0.505 -2.020 -0.455
H -2.724 -0.966 1.169
H -2.685 -2.068 -0.283
H -2.148 -2.560 1.331
H -0.454 1.245 -2.113
H 0.061 -1.564 -1.998
H 0.010 -0.642 -3.529
H 1.455 -0.656 -2.598
H 1.138 0.475 2.082
H 2.380 1.552 -0.424
H 1.579 2.522 0.876
H 3.227 1.899 1.038
H 1.694 -1.803 1.048
H 3.183 -0.866 1.238
H 2.335 -1.085 -0.297
```

(2)
Formula: C31H77NO32P7
Source: OMol25
Level of theory: ωB97M-V/def2-TZVPD

Results
HOMO energy: -4.242 eV
max |F|: 0.2073 hartree/bohr
net charge: -1
frontier orbital gap: 1.71 eV

Geometry as XYZ:
```
148
C31H77NO32P7 ωB97M-V/def2-TZVPD
C 2.436 -6.786 2.752
C 2.651 -6.263 1.441
N 2.501 -5.664 0.061
C 1.137 -5.899 -0.545
C 0.381 -7.270 -0.061
C -1.077 -7.295 -0.881
C -2.267 -7.017 0.258
O -3.571 -6.677 -0.331
C -4.230 -5.781 0.652
C -5.081 -4.450 0.106
O -4.224 -5.950 1.981
C 2.622 -4.144 0.301
C 3.132 -3.353 -1.055
O 3.248 -2.007 -0.942
O 3.473 -4.107 -2.296
H 2.211 -7.464 3.709
H 0.375 -5.019 -0.420
H 1.309 -6.013 -1.720
H 0.092 -7.307 1.075
H 0.948 -8.241 -0.436
H -1.089 -6.358 -1.621
H -1.245 -8.308 -1.448
H -1.829 -6.143 0.942
H -2.277 -7.998 0.927
H -5.573 -4.713 -0.945
H -5.934 -4.242 0.912
H -4.392 -3.485 0.023
H 1.628 -3.689 0.767
H 3.460 -3.940 1.125
C 1.579 -5.265 8.601
O 1.770 -5.309 7.202
P 1.039 -4.009 6.325
O 0.647 -4.979 5.208
O 2.538 -3.408 5.989
C 3.285 -2.859 7.058
O 0.308 -2.709 5.448
C 0.490 -1.413 5.974
H 1.244 -6.247 8.943
H 2.530 -5.027 9.085
H 0.833 -4.516 8.879
H 4.008 -3.599 7.411
H 2.635 -2.561 7.885
H 3.825 -1.979 6.699
H 1.448 -1.008 5.643
H 0.447 -1.430 7.067
H -0.308 -0.767 5.600
C -7.545 2.264 0.027
O -7.723 1.061 0.747
P -6.326 0.043 0.822
O -7.215 -1.192 0.665
O -6.182 0.379 2.431
C -5.799 1.689 2.802
O -4.929 -0.975 0.898
C -3.704 -0.343 1.201
H -8.375 2.381 -0.674
H -7.551 3.104 0.726
H -6.604 2.261 -0.530
H -6.687 2.259 3.085
H -5.284 2.199 1.983
H -5.125 1.632 3.660
H -3.600 -0.234 2.282
H -3.644 0.636 0.717
H -2.887 -0.969 0.834
C -5.258 -13.639 0.220
O -4.437 -12.735 0.932
P -4.149 -11.228 0.132
O -2.701 -11.239 0.628
O -5.079 -10.465 1.260
C -6.471 -10.715 1.250
O -3.861 -9.721 -0.667
C -4.982 -9.088 -1.244
H -4.777 -14.620 0.210
H -6.222 -13.723 0.728
H -5.417 -13.308 -0.810
H -6.711 -11.458 2.015
H -6.802 -11.079 0.272
H -7.001 -9.787 1.478
H -5.512 -8.508 -0.486
H -5.655 -9.826 -1.690
H -4.637 -8.407 -2.025
C -4.461 4.114 6.912
O -4.270 4.070 5.513
P -5.001 5.370 4.636
O -5.393 4.400 3.520
O -3.503 5.971 4.301
C -2.755 6.520 5.369
O -5.732 6.670 3.759
C -5.551 7.967 4.285
H -4.797 3.132 7.254
H -3.511 4.352 7.396
H -5.208 4.863 7.190
H -2.033 5.780 5.722
H -3.405 6.819 6.196
H -2.216 7.400 5.010
H -4.592 8.372 3.954
H -5.593 7.949 5.378
H -6.349 8.613 3.911
C 1.548 4.279 -2.730
O 0.386 3.815 -2.075
P 0.365 2.118 -1.741
O -1.125 2.066 -2.086
O 0.515 2.444 -0.132
C 1.746 2.972 0.325
O 0.344 0.420 -1.407
C 1.524 -0.130 -0.862
H 1.252 4.900 -3.579
H 2.134 4.886 -2.035
H 2.161 3.449 -3.092
H 1.655 4.055 0.437
H 2.559 2.744 -0.371
H 1.982 2.534 1.298
H 1.536 0.014 0.220
H 2.408 0.330 -1.312
H 1.540 -1.203 -1.070
C 4.855 7.261 -4.667
O 4.930 6.567 -3.439
P 5.919 5.147 -3.463
O 4.914 4.428 -2.562
O 7.022 5.913 -2.505
C 7.761 6.979 -3.068
O 6.908 3.728 -3.488
C 8.166 3.846 -4.117
H 3.806 7.472 -4.889
H 5.395 8.207 -4.578
H 5.282 6.674 -5.485
H 7.312 7.929 -2.768
H 7.782 6.916 -4.161
H 8.787 6.938 -2.694
H 8.894 4.259 -3.416
H 8.096 4.481 -5.004
H 8.501 2.851 -4.420
C 5.559 6.867 -9.720
O 5.679 7.357 -8.400
P 6.952 8.504 -8.161
O 7.261 7.881 -6.799
O 5.828 9.691 -7.948
C 5.071 10.095 -9.072
O 8.226 9.650 -7.923
C 8.344 10.672 -8.889
H 5.488 5.777 -9.686
H 4.646 7.267 -10.169
H 6.419 7.151 -10.331
H 4.094 9.604 -9.047
H 5.581 9.843 -10.007
H 4.924 11.178 -9.033
H 7.657 11.488 -8.653
H 8.135 10.284 -9.889
H 9.365 11.061 -8.866
```

(3)
Formula: C5H7NO2
Source: OMol25
Level of theory: ωB97M-V/def2-TZVPD

Results
HOMO energy: -9.724 eV
SMILES: C[C@H]1N[C@@H](C=O)C1=O
ΔE to the lowest compared entry with this formula, charge and spin: 6.691 eV
max |F|: 0.1904 hartree/bohr
frontier orbital gap: 8.31 eV

Geometry as XYZ:
```
15
C5H7NO2 ωB97M-V/def2-TZVPD
C 1.769 0.739 -0.156
C 0.781 0.060 0.753
N -0.567 0.849 0.661
C -1.217 -0.448 0.412
C -1.592 -0.613 -1.018
O -2.292 0.777 -1.286
C 0.025 -1.259 0.554
O 0.352 -2.340 0.190
H 2.713 0.085 -0.401
H 1.896 1.801 0.246
H 1.331 0.983 -1.134
H 1.169 0.300 1.895
H -0.538 1.386 -0.099
H -2.224 -0.606 0.929
H -1.605 -1.714 -1.547
```

(4)
Formula: C14H19N5OS
Source: OMol25
Level of theory: ωB97M-V/def2-TZVPD

Results
HOMO energy: -8.645 eV
SMILES: CCN(CC)C(=O)CSc1nnc(-c2ccccc2)n1N
ΔE to the lowest compared entry with this formula, charge and spin: 0.517 eV
max |F|: 0.0235 hartree/bohr
frontier orbital gap: 9.28 eV

Geometry as XYZ:
```
40
C14H19N5OS ωB97M-V/def2-TZVPD
C 1.742 2.902 0.163
C 1.286 1.668 -0.608
N 2.025 0.471 -0.232
C 3.034 -0.023 -1.147
C 4.366 0.709 -0.996
C 1.700 -0.104 0.932
O 0.814 0.341 1.656
C 2.427 -1.368 1.353
S 1.889 -2.819 0.343
C 0.445 -2.139 -0.364
N 0.263 -1.876 -1.630
N -0.948 -1.337 -1.765
C -1.500 -1.241 -0.578
C -2.801 -0.661 -0.288
C -2.987 0.162 0.822
C -4.235 0.703 1.076
C -5.297 0.434 0.230
C -5.108 -0.364 -0.888
C -3.866 -0.909 -1.151
N -0.651 -1.762 0.359
N -0.819 -1.942 1.723
H 2.794 3.109 -0.015
H 1.591 2.746 1.228
H 1.157 3.762 -0.150
H 0.226 1.490 -0.400
H 1.408 1.815 -1.682
H 3.175 -1.093 -0.996
H 2.650 0.104 -2.163
H 4.720 0.657 0.031
H 5.107 0.248 -1.643
H 4.269 1.754 -1.277
H 3.506 -1.293 1.241
H 2.179 -1.579 2.394
H -2.154 0.414 1.463
H -4.374 1.341 1.936
H -6.270 0.854 0.436
H -5.933 -0.561 -1.556
H -3.698 -1.528 -2.018
H -0.323 -1.194 2.221
H -1.810 -1.890 1.944
```

(5)
Formula: C19H24N2O5V
Source: OMol25
Level of theory: ωB97M-V/def2-TZVPD

Results
HOMO energy (alpha / beta): -5.875 / -8.195 eV
ΔE to the lowest compared entry with this formula, charge and spin: 0.000 eV
expectation value of S²: 3.8049
spin multiplicity: 4
max |F|: 0.0525 hartree/bohr
frontier orbital gap (alpha / beta): 6.10 / 8.18 eV

Geometry as XYZ:
```
51
C19H24N2O5V ωB97M-V/def2-TZVPD
V 0.283 -0.278 -0.340
C 2.157 0.428 0.876
C 2.315 0.656 -0.516
C 2.330 -0.613 -1.158
C 2.178 -1.613 -0.160
C 2.041 -0.966 1.094
C 1.906 -1.601 2.448
C 2.376 -3.080 -0.389
C 2.581 -0.872 -2.614
C 2.524 1.984 -1.180
C 2.208 1.449 1.961
H 2.778 -1.372 3.066
H 1.827 -2.685 2.380
H 1.032 -1.227 2.985
H 3.445 -3.288 -0.474
H 1.899 -3.415 -1.307
H 1.988 -3.679 0.435
H 3.636 -1.104 -2.785
H 2.333 -0.003 -3.221
H 1.991 -1.715 -2.975
H 3.588 2.188 -1.314
H 2.097 2.789 -0.585
H 2.055 2.020 -2.163
H 3.187 1.410 2.447
H 1.442 1.269 2.715
H 2.058 2.454 1.573
O -1.351 -0.244 -0.929
C -2.451 0.515 -0.924
C -2.498 1.702 -0.162
C -3.628 2.526 -0.165
C -3.644 3.684 0.583
C -2.551 4.060 1.353
C -1.429 3.255 1.371
C -1.364 2.063 0.639
O -0.284 1.314 0.727
N -4.837 4.528 0.571
O -5.796 4.158 -0.082
O -4.836 5.533 1.260
H -3.293 0.190 -1.520
H -4.496 2.264 -0.756
H -2.596 4.976 1.925
H -0.566 3.523 1.969
C -1.738 -4.310 -1.585
C -1.001 -3.236 -0.830
N -1.222 -3.192 0.502
O -0.229 -2.477 -1.405
H -1.198 -5.253 -1.480
H -1.773 -4.043 -2.636
H -2.750 -4.448 -1.204
H -1.939 -3.748 0.928
H -0.784 -2.471 1.052
```

(6)
Formula: C23H29F3N7O6
Source: OMol25
Level of theory: ωB97M-V/def2-TZVPD

Results
HOMO energy: -11.416 eV
max |F|: 0.0131 hartree/bohr
net charge: +1
frontier orbital gap: 8.03 eV

Geometry as XYZ:
```
68
C23H29F3N7O6 ωB97M-V/def2-TZVPD
C 1.930 0.328 1.739
C 2.933 0.208 0.616
O 3.620 -0.771 0.495
N 2.972 1.247 -0.311
C 3.210 2.621 0.167
C 2.313 3.652 -0.531
C 0.835 3.231 -0.586
C -0.161 4.238 0.025
N -0.852 3.714 1.198
N -0.471 3.970 2.488
C -1.311 3.306 3.274
N -2.205 2.628 2.588
C -1.907 2.885 1.293
N -2.551 2.388 0.251
C -3.719 1.528 0.386
C -4.750 1.888 -0.714
O -4.225 2.809 -1.642
C -6.070 2.440 -0.164
F -6.058 3.764 -0.060
F -6.334 1.936 1.049
F -7.076 2.102 -0.962
H 2.279 1.018 2.505
H 1.785 -0.656 2.173
H 0.974 0.678 1.350
H 3.609 0.977 -1.050
H 4.250 2.880 -0.025
H 3.054 2.649 1.245
H 2.688 3.785 -1.545
H 2.441 4.605 -0.016
H 0.536 3.001 -1.606
H 0.737 2.298 -0.035
H 0.317 5.171 0.312
H -0.933 4.483 -0.704
H 0.306 4.556 2.742
H -1.270 3.331 4.351
H -2.265 2.649 -0.679
H -3.418 0.488 0.254
H -4.106 1.618 1.394
H -5.016 0.984 -1.259
H -3.993 2.311 -2.441
C -1.309 -3.587 -3.776
C -0.501 -2.481 -4.016
C -1.038 -1.206 -3.969
C -2.384 -1.068 -3.677
C -3.209 -2.155 -3.441
C -2.659 -3.424 -3.493
N -2.957 0.278 -3.613
O -2.234 1.232 -3.825
O -4.139 0.387 -3.322
H -0.884 -4.581 -3.815
H 0.547 -2.613 -4.244
H -0.424 -0.339 -4.162
H -4.258 -2.015 -3.228
H -3.285 -4.287 -3.315
C 4.749 -3.388 1.947
C 5.345 -4.110 2.974
C 4.834 -5.343 3.350
C 3.729 -5.832 2.681
C 3.121 -5.133 1.655
C 3.638 -3.901 1.291
N 3.183 -7.145 3.068
O 3.721 -7.730 3.984
O 2.226 -7.560 2.445
H 5.149 -2.428 1.655
H 6.212 -3.714 3.485
H 5.286 -5.913 4.148
H 2.259 -5.546 1.153
H 3.178 -3.335 0.494
```

(7)
Formula: H2OS2
Source: OMol25
Level of theory: ωB97M-V/def2-TZVPD

Results
HOMO energy (alpha / beta): -9.317 / -9.322 eV
SMILES: O=S.S
ΔE to the lowest compared entry with this formula, charge and spin: 1.598 eV
max |F|: 0.0523 hartree/bohr
frontier orbital gap (alpha / beta): 7.78 / 7.78 eV

Geometry as XYZ:
```
5
H2OS2 ωB97M-V/def2-TZVPD
O -2.881 -1.111 -0.175
S -2.571 -0.369 -1.376
S 2.368 0.416 0.127
H 2.087 0.149 1.407
H 0.998 0.916 0.017
```

(8)
Formula: C4H12
Source: OMol25
Level of theory: ωB97M-V/def2-TZVPD

Results
HOMO energy: -11.445 eV
SMILES: CC.CC
ΔE to the lowest compared entry with this formula, charge and spin: 0.415 eV
max |F|: 0.0456 hartree/bohr
frontier orbital gap: 12.57 eV

Geometry as XYZ:
```
16
C4H12 ωB97M-V/def2-TZVPD
C -0.849 -1.277 -1.118
C -0.937 -1.152 -2.653
H -0.548 -2.272 -0.810
H -0.252 -0.517 -0.636
H -1.878 -1.250 -0.734
H -0.803 -0.098 -2.914
H -0.098 -1.625 -3.170
H -1.914 -1.481 -3.007
C 0.348 1.210 2.409
C 1.427 1.179 1.331
H 0.303 0.302 3.017
H 0.693 1.885 3.213
H -0.629 1.508 2.052
H 0.928 0.876 0.413
H 1.891 2.154 1.129
H 2.317 0.559 1.477
```

(9)
Formula: C21H30AuClGeNO2Se
Source: OMol25
Level of theory: ωB97M-V/def2-TZVPD

Results
HOMO energy: -10.379 eV
ΔE to the lowest compared entry with this formula, charge and spin: 0.000 eV
max |F|: 0.0337 hartree/bohr
net charge: +1
frontier orbital gap: 6.05 eV

Geometry as XYZ:
```
58
C21H30AuClGeNO2Se ωB97M-V/def2-TZVPD
Au 0.204 -1.360 -0.940
Cl -2.130 -5.140 4.634
C -1.657 -3.889 3.537
C -0.822 -2.857 3.979
C -0.382 -1.883 3.109
C -0.758 -1.900 1.762
O -0.307 -0.948 0.948
C -1.655 -2.906 1.343
C -2.133 -2.950 -0.002
O -1.825 -2.162 -0.911
C -2.089 -3.902 2.239
H -0.515 -2.837 5.017
H 0.269 -1.088 3.449
H -2.842 -3.752 -0.245
H -2.764 -4.677 1.898
C -0.658 -2.154 -3.689
N 0.262 -1.197 -3.042
C -0.163 0.196 -3.320
C 1.675 -1.391 -3.486
C 2.612 -0.973 -2.405
C 3.956 -0.691 -2.620
C 4.789 -0.429 -1.541
C 4.292 -0.462 -0.242
C 2.949 -0.738 -0.016
C 2.136 -0.974 -1.106
H -0.654 -1.991 -4.768
H -1.662 -2.005 -3.301
H -0.341 -3.172 -3.474
H -0.156 0.358 -4.401
H 0.511 0.897 -2.834
H -1.168 0.346 -2.943
H 1.850 -0.847 -4.417
H 1.815 -2.452 -3.699
H 4.353 -0.700 -3.628
H 5.832 -0.203 -1.714
H 4.946 -0.274 0.599
H 2.554 -0.764 0.992
C -0.990 3.271 3.786
Ge -0.509 2.926 1.927
C -0.343 4.592 0.926
C 1.115 1.882 1.689
C -2.119 1.993 1.258
Se -1.980 1.230 -0.535
C -2.507 2.836 -1.505
H -0.195 3.782 4.331
H -1.214 2.336 4.301
H -1.879 3.903 3.811
H 0.435 5.213 1.375
H -1.272 5.163 0.942
H -0.053 4.404 -0.109
H 1.966 2.457 2.059
H 1.268 1.675 0.629
H 1.072 0.934 2.222
H -2.945 2.704 1.256
H -2.361 1.173 1.934
H -1.998 3.695 -1.079
H -3.583 2.970 -1.427
H -2.230 2.732 -2.552
```